# 1
The following is a DFT calculation (the ωB97M-V functional and the def2-TZVPD basis) of a cluster of 2 separate species, C11H17F5N3O5P2S in total in a non-equilibrium geometry.

Each line ends with the natural charge from an NBO analysis.
Geometry (Å):
N -0.724 -3.261 3.666  -0.364
C -0.029 -2.675 2.987  0.546
O 0.919 -2.106 2.299  -0.502
C 0.467 -1.024 1.479  0.634
F -0.625 -0.531 2.065  -0.262
C 0.212 -1.346 -0.006  -0.290
C -0.824 -2.433 -0.283  -0.419
C -1.056 -2.758 -1.760  -0.216
N -1.823 -1.793 -2.533  -0.839
C -0.017 0.092 -0.498  -0.012
C -1.438 0.655 -0.415  -0.453
C -1.902 1.380 -1.711  -0.484
C -2.374 2.793 -1.472  0.982
F -2.864 3.289 -2.641  -0.345
F -3.330 2.837 -0.535  -0.317
F -1.401 3.629 -1.096  -0.310
N 1.068 0.914 0.133  -0.588
C 0.772 2.413 0.430  0.868
O 1.336 3.157 -0.384  -0.699
O 0.088 2.668 1.411  -0.612
P 2.541 1.085 -1.018  1.558
O 3.729 1.369 0.026  -1.003
O 2.862 -0.460 -1.548  -1.024
C 1.508 0.102 1.328  -0.419
P 2.234 0.923 2.844  0.831
S 1.185 0.798 4.438  -0.401
H 1.162 -1.801 -0.299  0.212
H -0.450 -3.344 0.185  0.228
H -1.749 -2.196 0.242  0.232
H -0.119 -2.935 -2.290  0.179
H -1.604 -3.700 -1.789  0.194
H -1.252 -1.066 -2.930  0.352
H -2.604 -1.418 -2.022  0.360
H 0.208 0.109 -1.572  0.195
H -1.581 1.340 0.418  0.309
H -2.148 -0.144 -0.257  0.236
H -2.762 0.860 -2.122  0.224
H -1.135 1.391 -2.483  0.218
H 4.490 1.749 -0.423  0.524
H 2.070 -0.926 -1.837  0.496
H 2.358 -0.476 0.935  0.226
H 2.521 2.254 2.487  -0.014
H 3.493 0.288 2.945  -0.056
F -1.726 0.285 3.898  -0.973

## Properties
**Frontier orbital gap**: 5.01 eV
**HOMO energy**: -3.147 eV
**Net charge**: -1

# 2
The following is a DFT calculation (the ωB97M-V functional and the def2-TZVPD basis) of a cluster of 2 separate species, C11H17N2 in total in a non-equilibrium geometry.

Each line ends with the natural charge from an NBO analysis.
Geometry (Å):
C 3.992 -0.192 -0.777  -0.156
C 3.076 -1.054 -1.243  -0.259
C 3.678 0.651 0.262  -0.230
C 1.853 -1.140 -0.617  0.049
C 2.399 0.567 0.792  0.201
C -3.556 -0.042 -1.282  -0.421
C -2.151 0.450 -1.745  -0.492
C -3.256 -0.799 -0.019  -0.246
C -1.322 0.400 -0.535  0.299
C 1.914 1.619 1.720  -0.651
C -1.422 -0.710 1.638  -0.436
N 1.448 -0.253 0.268  -0.503
N -1.933 -0.296 0.377  -0.240
H 5.048 -0.163 -1.093  0.237
H 3.365 -1.781 -2.044  0.237
H 4.387 1.384 0.790  0.238
H 1.196 -1.883 -0.840  0.182
H -4.226 0.843 -1.260  0.240
H -4.014 -0.620 -2.159  0.254
H -1.679 -0.194 -2.406  0.253
H -2.429 1.404 -2.111  0.266
H -4.020 -0.563 0.847  0.241
H -3.295 -1.876 -0.091  0.240
H -0.386 1.002 -0.289  0.285
H 1.071 2.123 1.337  0.212
H 1.466 1.209 2.657  0.225
H 2.593 2.369 2.078  0.240
H -0.456 -0.336 1.721  0.256
H -2.084 -0.290 2.433  0.238
H -1.257 -1.827 1.592  0.241

## Properties
**Frontier orbital gap**: 8.60 eV
**HOMO energy**: -12.410 eV
**Net charge**: +1
**Energy above the lowest of the compared OMol25 structures with the same formula, charge and spin**: 44.64 kcal/mol

# 3
The following is a DFT calculation (the ωB97M-V functional and the def2-TZVPD basis) of the molecule C11H17N3O3S in a non-equilibrium geometry.

Each line ends with the natural charge from an NBO analysis.
Geometry (Å):
C -4.610 -1.282 1.017  -0.610
C -4.439 0.231 0.946  -0.395
C -2.978 0.670 0.851  -0.380
C -2.246 0.185 -0.412  -0.287
C -2.839 0.774 -1.693  -0.602
C -0.813 0.555 -0.302  0.100
N 0.156 -0.272 -0.186  -0.248
N 1.357 0.281 -0.091  -0.317
C 1.336 1.568 -0.125  0.229
N 2.436 2.372 -0.039  -0.621
C 3.696 1.955 0.312  0.612
O 4.637 2.704 0.305  -0.536
C 3.750 0.494 0.785  0.732
O 3.495 0.182 1.917  -0.567
O 4.165 -0.303 -0.177  -0.487
C 4.200 -1.704 0.136  -0.077
C 4.670 -2.453 -1.095  -0.623
S -0.279 2.240 -0.297  0.298
H -4.002 -1.696 1.818  0.206
H -5.650 -1.532 1.211  0.214
H -4.319 -1.756 0.083  0.199
H -5.002 0.625 0.099  0.196
H -4.859 0.676 1.850  0.207
H -2.441 0.291 1.724  0.212
H -2.933 1.762 0.879  0.201
H -2.279 -0.906 -0.457  0.239
H -2.240 0.483 -2.553  0.221
H -2.861 1.861 -1.636  0.204
H -3.851 0.410 -1.846  0.217
H 2.323 3.358 -0.251  0.424
H 3.190 -2.006 0.431  0.202
H 4.873 -1.858 0.986  0.191
H 4.706 -3.517 -0.882  0.217
H 3.986 -2.278 -1.920  0.216
H 5.661 -2.114 -1.385  0.214

## Properties
**Structure (SMILES)**: CCC[C@@H](C)c1nnc(NC(=O)C(=O)OCC)s1
**Frontier orbital gap**: 9.70 eV
**HOMO energy**: -9.371 eV
**Energy above the lowest of the compared OMol25 structures with the same formula, charge and spin**: 18.62 kcal/mol

# 4
The following is a DFT calculation (the ωB97M-V functional and the def2-TZVPD basis) of the molecule C11H17NO3S2.

Each line ends with the natural charge from an NBO analysis.
Geometry (Å):
C 2.543 -0.426 2.749  -0.739
S 1.022 -1.335 2.342  0.152
C 1.522 -2.094 0.761  -0.553
C 0.467 -1.881 -0.330  -0.108
C -0.114 -3.224 -0.795  -0.057
O 0.879 -4.100 -1.249  -0.710
N 1.088 -1.234 -1.477  -0.869
S 1.540 0.380 -1.349  2.313
O 2.562 0.489 -0.350  -0.947
O 1.845 0.777 -2.689  -0.936
C 0.062 1.215 -0.795  -0.294
C -0.107 1.536 0.535  -0.195
C -1.283 2.146 0.939  -0.209
C -2.284 2.436 0.019  0.016
C -3.556 3.101 0.444  -0.632
C -2.086 2.107 -1.321  -0.221
C -0.917 1.494 -1.730  -0.196
H 3.323 -1.132 3.018  0.216
H 2.838 0.167 1.887  0.241
H 2.313 0.212 3.596  0.225
H 1.687 -3.159 0.925  0.236
H 2.453 -1.620 0.461  0.257
H -0.357 -1.265 0.067  0.206
H -0.862 -3.040 -1.584  0.156
H -0.609 -3.721 0.042  0.195
H 1.470 -3.608 -1.833  0.473
H 0.548 -1.326 -2.326  0.399
H 0.678 1.311 1.238  0.246
H -1.422 2.396 1.980  0.217
H -3.576 3.255 1.520  0.219
H -4.414 2.494 0.161  0.224
H -3.657 4.067 -0.048  0.226
H -2.856 2.335 -2.043  0.217
H -0.739 1.246 -2.765  0.234

## Properties
**Structure (SMILES)**: CSC[C@H](CO)NS(=O)(=O)c1ccc(C)cc1
**Frontier orbital gap**: 9.02 eV
**HOMO energy**: -8.505 eV
**Energy above the lowest of the compared OMol25 structures with the same formula, charge and spin**: 2.62 kcal/mol

# 5
The following is a DFT calculation (the ωB97M-V functional and the def2-TZVPD basis) of the molecule C11H17P in a non-equilibrium geometry.

Each line ends with the natural charge from an NBO analysis.
Geometry (Å):
C -1.281 -0.889 -0.928  -0.313
C 1.170 -0.354 -0.398  0.079
C -1.776 -1.272 0.177  0.137
C 1.366 -0.302 0.941  -0.370
C -0.076 0.197 -0.976  -0.290
C -0.446 1.291 -0.004  -0.321
C 2.082 -1.265 -1.326  -0.648
C -2.612 -1.863 1.180  -0.735
C 2.474 -0.828 1.725  -0.653
C -1.901 1.830 0.169  -0.616
C 0.420 2.609 -0.346  -0.619
P 0.049 0.737 1.662  0.592
H -1.553 -0.998 -1.925  0.218
H 0.185 0.459 -1.983  0.217
H 2.603 -1.902 -0.622  0.221
H 2.675 -0.693 -1.952  0.214
H 1.351 -1.750 -2.103  0.211
H -3.468 -1.195 1.517  0.243
H -1.939 -2.002 2.111  0.260
H -3.228 -2.655 0.758  0.232
H 2.858 -0.118 2.507  0.231
H 3.406 -1.056 1.042  0.211
H 2.230 -1.840 2.213  0.227
H -2.046 2.693 -0.487  0.203
H -2.100 2.210 1.231  0.213
H -2.525 1.038 -0.036  0.215
H -0.003 3.452 0.345  0.215
H 0.288 2.938 -1.432  0.207
H 1.449 2.257 -0.120  0.219

## Properties
**Frontier orbital gap (spin up / spin down)**: 7.18 / 7.32 eV
**HOMO energy (spin up / spin down)**: -7.427 / -6.970 eV
**Energy above the lowest of the compared OMol25 structures with the same formula, charge and spin**: 99.81 kcal/mol

# 6
The following is a DFT calculation (the ωB97M-V functional and the def2-TZVPD basis) of a cluster of 2 separate species, C11H18 in total in a non-equilibrium geometry.

Each line ends with the natural charge from an NBO analysis.
Geometry (Å):
C -1.718 -1.177 -0.909  -0.215
C -1.085 -0.068 -1.391  -0.213
C -1.421 1.163 -0.858  -0.252
C -2.339 1.287 0.117  -0.197
C -3.053 0.219 0.601  -0.226
C -2.776 -0.979 -0.005  -0.233
H -1.186 -2.202 -1.080  0.235
H -0.310 0.003 -2.186  0.226
H -0.911 2.108 -1.164  0.231
H -2.425 2.333 0.455  0.223
H -3.815 0.276 1.373  0.233
H -3.134 -2.002 0.462  0.220
C 4.456 0.510 -0.266  -0.601
C 3.288 -0.526 -0.171  -0.394
C 2.030 0.102 0.377  -0.388
C 0.868 -0.751 0.835  -0.403
C -0.410 0.165 1.261  -0.643
H 4.141 1.333 -0.873  0.196
H 4.878 0.962 0.757  0.209
H 5.200 -0.075 -0.808  0.209
H 3.714 -1.246 0.583  0.187
H 3.000 -1.070 -1.073  0.201
H 2.163 0.870 1.077  0.193
H 1.697 0.664 -0.599  0.162
H 1.170 -1.400 1.756  0.201
H 0.612 -1.222 -0.138  0.191
H -0.485 0.907 0.478  0.217
H -1.321 -0.393 1.163  0.224
H -0.032 0.495 2.280  0.206

## Properties
**Structure (SMILES)**: c1ccccc1.CCCCC
**Frontier orbital gap**: 9.63 eV
**HOMO energy**: -8.636 eV
**Energy above the lowest of the compared OMol25 structures with the same formula, charge and spin**: 109.32 kcal/mol

# 7
The following is a DFT calculation (the ωB97M-V functional and the def2-TZVPD basis) of a cluster of 2 separate species, C11H18 in total in a non-equilibrium geometry.

Each line ends with the natural charge from an NBO analysis.
Geometry (Å):
C -2.309 2.263 -0.047  -0.646
C -0.883 2.127 0.319  -0.005
C -0.091 3.270 0.196  -0.214
C 1.112 3.402 0.930  -0.204
C 1.693 2.370 1.612  -0.232
C 0.981 1.162 1.632  -0.206
C -0.229 1.028 0.927  -0.222
H -2.781 3.233 -0.196  0.231
H -2.885 1.934 0.830  0.224
H -2.471 1.566 -0.859  0.221
H -0.359 4.156 -0.392  0.210
H 1.700 4.290 0.759  0.205
H 2.665 2.422 2.063  0.215
H 1.165 0.407 2.388  0.212
H -0.656 0.047 1.024  0.210
C 0.440 -2.621 0.588  -0.608
C 0.439 -2.033 -0.833  -0.223
C 1.077 -3.111 -1.751  -0.619
C -1.046 -1.627 -1.199  -0.609
H 1.398 -3.233 0.618  0.206
H -0.412 -3.252 0.832  0.207
H 0.543 -1.839 1.347  0.205
H 1.014 -1.138 -0.967  0.208
H 0.952 -4.161 -1.472  0.206
H 0.892 -3.034 -2.855  0.207
H 2.162 -2.951 -1.707  0.208
H -1.612 -2.075 -0.410  0.199
H -1.271 -0.572 -1.198  0.205
H -1.227 -2.028 -2.180  0.209

## Properties
**Structure (SMILES)**: Cc1ccccc1.CC(C)C
**Frontier orbital gap**: 9.89 eV
**HOMO energy**: -8.894 eV
**Energy above the lowest of the compared OMol25 structures with the same formula, charge and spin**: 36.48 kcal/mol

# 8
The following is a DFT calculation (the ωB97M-V functional and the def2-TZVPD basis) of a cluster of 2 separate species, C11H18 in total in a non-equilibrium geometry.

Each line ends with the natural charge from an NBO analysis.
Geometry (Å):
C -1.761 -1.602 1.291  -0.661
C -0.291 -1.419 1.511  -0.029
C 0.212 -0.588 2.486  -0.202
C 1.615 -0.471 2.726  -0.217
C 2.424 -1.281 1.987  -0.218
C 1.991 -2.177 1.006  -0.212
C 0.646 -2.098 0.690  -0.200
H -1.977 -2.403 0.578  0.218
H -2.137 -0.637 0.965  0.236
H -2.089 -2.251 2.113  0.240
H -0.443 0.093 3.026  0.205
H 1.974 0.122 3.556  0.218
H 3.504 -1.287 2.155  0.204
H 2.685 -2.821 0.504  0.217
H 0.211 -2.689 -0.105  0.201
C 0.332 2.890 -2.493  -0.601
C -0.798 1.964 -2.031  -0.230
C -2.176 2.674 -2.176  -0.608
C -0.904 0.690 -2.917  -0.618
H 1.331 2.450 -2.375  0.208
H 0.419 3.759 -1.843  0.207
H 0.157 3.151 -3.529  0.205
H -0.771 1.711 -0.984  0.202
H -2.843 2.340 -2.956  0.203
H -2.725 2.532 -1.238  0.205
H -2.138 3.774 -2.285  0.204
H -0.143 0.699 -3.687  0.205
H -0.688 -0.264 -2.428  0.214
H -1.787 0.627 -3.544  0.206

## Properties
**Structure (SMILES)**: Cc1ccccc1.CC(C)C
**Frontier orbital gap**: 9.96 eV
**HOMO energy**: -9.050 eV
**Energy above the lowest of the compared OMol25 structures with the same formula, charge and spin**: 33.66 kcal/mol